Record 1
A 7-piece molecular cluster, C9H24FN3O9 overall at a distorted geometry, computed with the ωB97M-V functional and the def2-TZVPD basis.

Its gap between HOMO and LUMO (alpha / beta) is 0.3175 / 0.1410 Ha. As for the net charge: +1. Its multiplicity is 2.

Atoms and positions in Å:
N: -3.2164 -1.3870 0.4260
H: -3.2660 -2.3753 0.2236
H: -4.1698 -1.1640 0.6740
H: -2.9853 -0.8371 -0.3890
H: -2.5614 -1.2150 1.1754
N: -0.3021 -3.3811 -2.4094
H: -0.3517 -2.4177 -2.7084
H: -1.2590 -3.6989 -2.3506
H: 0.1006 -3.4248 -1.4841
H: 0.1903 -4.0531 -2.9804
N: 0.0818 0.3228 -1.1694
H: -0.4649 -0.0448 -1.9349
H: 0.9506 -0.1911 -1.1360
H: -0.3047 0.1815 -0.2470
H: 0.3613 1.2914 -1.2309
C: -0.0208 0.3814 3.5441
C: -0.9150 -0.3507 2.5546
O: -0.9950 0.0768 1.3832
O: -1.6009 -1.3119 2.9848
H: 1.0252 0.1929 3.3023
H: -0.2126 0.2611 4.6103
H: -0.0786 1.4501 3.3374
C: 2.9599 -2.3595 0.8225
C: 1.7561 -2.6471 -0.0592
O: 0.8483 -3.4450 0.2578
O: 1.6745 -1.9705 -1.0962
H: 2.7424 -2.2659 1.8864
H: 3.4645 -1.4544 0.4844
H: 3.7053 -3.1444 0.6943
C: -3.8997 -0.6340 -3.8021
C: -2.5904 -0.4387 -2.9655
O: -2.7219 -0.0003 -1.7551
O: -1.5204 -0.7491 -3.4853
H: -4.6993 -0.9100 -3.1147
H: -3.8653 -1.5271 -4.4262
H: -4.1665 0.2167 -4.4291
C: 3.1676 5.0698 1.3904
C: 2.8819 4.0008 2.3490
O: 1.6850 3.4507 1.8550
C: 1.6161 3.7049 0.5509
O: 0.8954 3.0925 -0.2188
O: 2.6778 4.5385 0.2161
F: 2.8331 4.6295 3.5144
H: 4.2262 5.2933 1.2580
H: 2.6684 6.0054 1.6425
H: 3.6553 3.2385 2.2551

Computed natural (NBO) charges, given in elementary charges:
1. N -0.8653
2. H 0.4221
3. H 0.4312
4. H 0.4807
5. H 0.4321
6. N -0.8733
7. H 0.4725
8. H 0.4085
9. H 0.4758
10. H 0.4385
11. N -0.8944
12. H 0.4591
13. H 0.4558
14. H 0.4436
15. H 0.4462
16. C -0.7284
17. C 0.7519
18. O -0.6444
19. O -0.1470
20. H 0.2717
21. H 0.2588
22. H 0.2780
23. C -0.7328
24. C 0.7772
25. O -0.7878
26. O -0.8404
27. H 0.2140
28. H 0.2182
29. H 0.2414
30. C -0.7325
31. C 0.8057
32. O -0.8609
33. O -0.7567
34. H 0.2068
35. H 0.2199
36. H 0.2478
37. C -0.1256
38. C 0.4407
39. O -0.4938
40. C 0.9917
41. O -0.6140
42. O -0.4709
43. F -0.3021
44. H 0.2202
45. H 0.2028
46. H 0.1572



Record 2
A 4-piece molecular cluster, C9H24IO3 overall at a distorted geometry, computed with the ωB97M-V functional and the def2-TZVPD basis.

As for the energy above the lowest of the compared OMol25 structures with the same formula, charge and spin: 42.22 kcal/mol. Its gap between HOMO and LUMO is 0.2277 Ha. As for the net charge: -1.

Atoms and positions in Å:
I: 17.1664 -4.2710 1.2977
C: 23.7573 -5.3422 3.2026
C: 23.7583 -6.5553 2.2563
C: 22.8772 -7.7104 2.6686
O: 23.1571 -6.1594 1.0818
H: 22.7717 -4.9093 3.3740
H: 24.4666 -4.5829 2.8733
H: 24.1839 -5.6270 4.1644
H: 24.7954 -6.8125 2.0410
H: 21.8236 -7.4709 2.8128
H: 23.1365 -8.1186 3.6455
H: 22.9646 -8.5722 2.0069
H: 22.2156 -6.1119 1.2632
C: 15.9527 2.8714 3.1739
C: 17.3868 2.5395 3.4329
C: 18.2157 3.7547 4.0467
O: 17.5066 1.4198 4.2982
H: 15.3978 3.2298 4.0410
H: 15.5157 1.9679 2.7488
H: 15.8541 3.6473 2.4148
H: 17.9407 2.1908 2.5613
H: 18.4024 4.6463 3.4481
H: 19.1701 3.4992 4.5071
H: 17.6280 4.0966 4.8987
H: 17.3484 0.6218 3.7885
C: 19.2570 -5.6452 8.2603
C: 17.7579 -5.8341 8.3230
C: 16.9583 -4.5138 8.6008
O: 17.3312 -6.3789 7.0896
H: 19.5664 -5.0930 9.1477
H: 19.6109 -5.0742 7.4019
H: 19.7587 -6.6096 8.1815
H: 17.4693 -6.5233 9.1166
H: 15.8975 -4.7442 8.7004
H: 17.0459 -3.8693 7.7262
H: 17.2852 -4.0573 9.5351
H: 17.4600 -5.7180 6.4053

Computed natural (NBO) charges, given in elementary charges:
1. I -0.9994
2. C -0.6278
3. C 0.0924
4. C -0.6383
5. O -0.7146
6. H 0.2169
7. H 0.2105
8. H 0.1927
9. H 0.1684
10. H 0.2162
11. H 0.1967
12. H 0.2163
13. H 0.4703
14. C -0.6329
15. C 0.1027
16. C -0.6364
17. O -0.7334
18. H 0.2096
19. H 0.2182
20. H 0.2051
21. H 0.1643
22. H 0.2071
23. H 0.2181
24. H 0.1967
25. H 0.4805
26. C -0.6327
27. C 0.1053
28. C -0.6315
29. O -0.7197
30. H 0.1976
31. H 0.2114
32. H 0.2145
33. H 0.1641
34. H 0.2126
35. H 0.2079
36. H 0.1989
37. H 0.4714



Record 3
C9H24N2OSTa as an isolated structure, computed with the ωB97M-V functional and the def2-TZVPD basis.

Its gap between HOMO and LUMO is 0.2740 Ha. As for the net charge: -1.

Atoms and positions in Å:
C: 4.7326 1.1462 2.2467
C: 4.0515 0.0626 1.4463
O: 3.6245 -0.9465 1.9566
N: 3.9544 0.3552 0.0478
C: 4.4891 -0.7327 -0.7697
C: 2.5775 0.7572 -0.3186
C: 1.5633 -0.3448 -0.6045
C: 0.1584 0.2466 -0.7557
C: -0.8921 -0.7504 -1.2438
Ta: -2.9366 0.2044 -1.3485
S: -3.5176 -1.8815 -2.6410
C: -3.4061 -0.4117 0.8089
C: -4.5773 0.1483 1.6015
N: -5.7754 0.3830 0.7737
H: 4.0644 2.0144 2.2903
H: 5.6400 1.4709 1.7323
H: 4.9516 0.8092 3.2600
H: 5.5739 -0.7833 -0.6374
H: 4.2848 -0.5080 -1.8205
H: 4.0527 -1.7117 -0.5343
H: 2.6705 1.4257 -1.1833
H: 2.1849 1.3746 0.5019
H: 1.5707 -1.0814 0.2082
H: 1.8300 -0.8782 -1.5270
H: -0.1349 0.6551 0.2239
H: 0.1922 1.0987 -1.4490
H: -0.5793 -1.1868 -2.2003
H: -0.9735 -1.5854 -0.5247
H: -4.5271 0.5763 -2.1828
H: -2.1717 1.1019 -2.7736
H: -2.5925 1.8374 -0.5875
H: -2.3388 -2.5103 -2.5383
H: -3.4415 -1.5137 0.7850
H: -2.4954 -0.1556 1.3789
H: -4.8141 -0.5111 2.4546
H: -4.2871 1.1110 2.0388
H: -6.3722 -0.4358 0.7572
H: -6.3339 1.1500 1.1281

Computed natural (NBO) charges, given in elementary charges:
1. C -0.7160
2. C 0.7329
3. O -0.5531
4. N -0.5386
5. C -0.4134
6. C -0.2008
7. C -0.4237
8. C -0.4121
9. C -0.9080
10. Ta 1.6487
11. S -0.5856
12. C -0.9580
13. C -0.2105
14. N -0.8380
15. H 0.2377
16. H 0.2294
17. H 0.2226
18. H 0.1897
19. H 0.2040
20. H 0.1938
21. H 0.1931
22. H 0.1930
23. H 0.2097
24. H 0.1909
25. H 0.1936
26. H 0.2067
27. H 0.2109
28. H 0.2043
29. H -0.3101
30. H -0.3431
31. H -0.3945
32. H 0.1131
33. H 0.2043
34. H 0.2140
35. H 0.1418
36. H 0.1785
37. H 0.3462
38. H 0.3464



Record 4
A 2-piece molecular cluster, C9H24NPSi overall at a distorted geometry, computed with the ωB97M-V functional and the def2-TZVPD basis.

As for the energy above the lowest of the compared OMol25 structures with the same formula, charge and spin: 28.62 kcal/mol. Its gap between HOMO and LUMO (alpha / beta) is 0.2331 / 0.2338 Ha.

Atoms and positions in Å:
C: 3.9948 1.0140 0.7149
C: 2.1771 2.4746 -0.0758
C: 1.3261 -1.6646 -1.5012
C: 1.0429 -2.7005 0.8682
C: -3.3384 2.0211 0.9341
C: -3.5154 -0.3083 -1.4967
C: -2.6793 -1.0829 1.2307
C: 2.6749 1.1055 -0.0972
C: 1.7571 -1.6376 -0.0752
N: -1.0853 0.7021 -0.6262
Si: -2.6081 0.3426 0.0427
P: 1.4454 -0.0162 0.7325
H: 3.8895 1.4987 1.7593
H: 4.1870 -0.0416 1.0164
H: 4.7770 1.3544 0.0418
H: 2.9111 3.1619 -0.3629
H: 1.9267 2.8119 0.9630
H: 1.3367 2.5936 -0.7218
H: 1.1201 -2.7315 -1.7379
H: 0.4054 -1.0828 -1.5584
H: 2.1749 -1.4246 -2.1057
H: 1.6127 -2.6769 1.8150
H: 1.3133 -3.7072 0.4832
H: -0.0978 -2.6816 0.9697
H: -4.4520 2.0586 0.9834
H: -3.0223 1.8202 2.0289
H: -2.9636 3.1055 0.7213
H: -2.7666 -0.5144 -2.1898
H: -3.8357 -1.3116 -1.3253
H: -4.2552 0.4857 -1.7059
H: -1.9687 -1.7734 0.9214
H: -2.6100 -0.9806 2.3077
H: -3.5742 -1.6844 1.1154
H: 3.0717 0.8451 -1.1548
H: 2.8486 -1.8227 -0.1035
H: -0.9254 1.6918 -0.5422

Computed natural (NBO) charges, given in elementary charges:
1. C -0.6159
2. C -0.6175
3. C -0.6371
4. C -0.6294
5. C -1.1030
6. C -1.1111
7. C -1.1328
8. C -0.5874
9. C -0.5908
10. N -1.2704
11. Si 1.7571
12. P 1.0001
13. H 0.2184
14. H 0.2060
15. H 0.2294
16. H 0.2119
17. H 0.2084
18. H 0.2238
19. H 0.2079
20. H 0.2602
21. H 0.2123
22. H 0.2151
23. H 0.2133
24. H 0.2313
25. H 0.2251
26. H 0.2228
27. H 0.2336
28. H 0.2429
29. H 0.2260
30. H 0.2378
31. H 0.2235
32. H 0.2378
33. H 0.2368
34. H 0.2263
35. H 0.2358
36. H 0.3519



Record 5
A 3-piece molecular cluster, C9H24O9S3 overall at a distorted geometry, computed with the ωB97M-V functional and the def2-TZVPD basis.

As for the energy above the lowest of the compared OMol25 structures with the same formula, charge and spin: 0.00 kcal/mol. Its gap between HOMO and LUMO (alpha / beta) is 0.3650 / 0.0877 Ha. As for the net charge: +1. Its multiplicity is 2.

Atoms and positions in Å:
O: 1.3037 -1.5046 -0.2413
S: 1.5197 -1.9861 1.1567
O: 2.4285 -1.5135 2.2015
O: 0.0630 -2.1711 1.8411
C: -1.0653 -2.3170 1.0167
C: -1.9325 -3.2408 1.9612
C: 1.8338 -3.8467 0.8971
H: -1.0237 -2.7214 0.0053
H: -1.6241 -1.3822 0.9715
H: -1.9090 -2.9209 3.0029
H: -1.4948 -4.2390 1.9512
H: -2.9492 -3.1719 1.5742
H: 2.7042 -3.8377 0.2411
H: 1.0062 -4.2609 0.3212
H: 1.9274 -4.2524 1.9045
O: -0.0635 4.2480 2.4008
S: 0.8470 3.5234 1.5835
O: 1.2932 4.0864 0.2966
O: 2.1601 3.1384 2.4875
C: 3.3823 2.7218 1.7746
C: 4.0868 1.7158 2.7104
C: 0.1680 1.7227 1.5334
H: 4.0314 3.5973 1.7895
H: 3.0842 2.3838 0.7821
H: 4.3898 2.1152 3.6782
H: 5.0708 1.4033 2.3608
H: 3.4398 0.8408 2.7727
H: 0.9676 1.1569 1.0553
H: -0.6626 1.6632 0.8301
H: -0.0652 1.4811 2.5704
O: -3.1010 -0.2470 -4.7636
S: -3.3423 0.5283 -3.5099
O: -4.1283 0.0280 -2.4463
O: -1.9271 1.0111 -2.8748
C: -1.1982 0.1189 -2.1246
C: -0.3036 -0.7937 -2.9820
C: -3.9833 2.1716 -3.9314
H: -1.8893 -0.4479 -1.5007
H: -0.6760 0.7481 -1.4038
H: 0.5536 -1.1956 -2.4419
H: 0.1846 -0.2165 -3.7672
H: -0.9581 -1.5120 -3.4758
H: -5.0182 1.9611 -4.2011
H: -3.3603 2.4411 -4.7843
H: -3.7700 2.9727 -3.2237

Computed natural (NBO) charges, given in elementary charges:
1. O -0.9226
2. S 2.2643
3. O -0.8958
4. O -0.7045
5. C -0.0911
6. C -0.6110
7. C -0.8086
8. H 0.2162
9. H 0.1761
10. H 0.2221
11. H 0.2124
12. H 0.2219
13. H 0.2458
14. H 0.2420
15. H 0.2491
16. O -0.8009
17. S 2.2249
18. O -0.8035
19. O -0.3753
20. C -0.0978
21. C -0.6461
22. C -0.7114
23. H 0.3204
24. H 0.2572
25. H 0.2591
26. H 0.2672
27. H 0.2677
28. H 0.2462
29. H 0.2904
30. H 0.2776
31. O -0.8935
32. S 2.3220
33. O -0.9306
34. O -0.7107
35. C -0.0639
36. C -0.6562
37. C -0.8578
38. H 0.1833
39. H 0.1576
40. H 0.2346
41. H 0.2237
42. H 0.2324
43. H 0.2611
44. H 0.2502
45. H 0.2560



Copy entry 5 word for word.
A 3-piece molecular cluster, C9H24O9S3 overall at a distorted geometry, computed with the ωB97M-V functional and the def2-TZVPD basis.

As for the energy above the lowest of the compared OMol25 structures with the same formula, charge and spin: 0.00 kcal/mol. Its gap between HOMO and LUMO (alpha / beta) is 0.3650 / 0.0877 Ha. As for the net charge: +1. Its multiplicity is 2.

Atoms and positions in Å:
O: 1.3037 -1.5046 -0.2413
S: 1.5197 -1.9861 1.1567
O: 2.4285 -1.5135 2.2015
O: 0.0630 -2.1711 1.8411
C: -1.0653 -2.3170 1.0167
C: -1.9325 -3.2408 1.9612
C: 1.8338 -3.8467 0.8971
H: -1.0237 -2.7214 0.0053
H: -1.6241 -1.3822 0.9715
H: -1.9090 -2.9209 3.0029
H: -1.4948 -4.2390 1.9512
H: -2.9492 -3.1719 1.5742
H: 2.7042 -3.8377 0.2411
H: 1.0062 -4.2609 0.3212
H: 1.9274 -4.2524 1.9045
O: -0.0635 4.2480 2.4008
S: 0.8470 3.5234 1.5835
O: 1.2932 4.0864 0.2966
O: 2.1601 3.1384 2.4875
C: 3.3823 2.7218 1.7746
C: 4.0868 1.7158 2.7104
C: 0.1680 1.7227 1.5334
H: 4.0314 3.5973 1.7895
H: 3.0842 2.3838 0.7821
H: 4.3898 2.1152 3.6782
H: 5.0708 1.4033 2.3608
H: 3.4398 0.8408 2.7727
H: 0.9676 1.1569 1.0553
H: -0.6626 1.6632 0.8301
H: -0.0652 1.4811 2.5704
O: -3.1010 -0.2470 -4.7636
S: -3.3423 0.5283 -3.5099
O: -4.1283 0.0280 -2.4463
O: -1.9271 1.0111 -2.8748
C: -1.1982 0.1189 -2.1246
C: -0.3036 -0.7937 -2.9820
C: -3.9833 2.1716 -3.9314
H: -1.8893 -0.4479 -1.5007
H: -0.6760 0.7481 -1.4038
H: 0.5536 -1.1956 -2.4419
H: 0.1846 -0.2165 -3.7672
H: -0.9581 -1.5120 -3.4758
H: -5.0182 1.9611 -4.2011
H: -3.3603 2.4411 -4.7843
H: -3.7700 2.9727 -3.2237

Computed natural (NBO) charges, given in elementary charges:
1. O -0.9226
2. S 2.2643
3. O -0.8958
4. O -0.7045
5. C -0.0911
6. C -0.6110
7. C -0.8086
8. H 0.2162
9. H 0.1761
10. H 0.2221
11. H 0.2124
12. H 0.2219
13. H 0.2458
14. H 0.2420
15. H 0.2491
16. O -0.8009
17. S 2.2249
18. O -0.8035
19. O -0.3753
20. C -0.0978
21. C -0.6461
22. C -0.7114
23. H 0.3204
24. H 0.2572
25. H 0.2591
26. H 0.2672
27. H 0.2677
28. H 0.2462
29. H 0.2904
30. H 0.2776
31. O -0.8935
32. S 2.3220
33. O -0.9306
34. O -0.7107
35. C -0.0639
36. C -0.6562
37. C -0.8578
38. H 0.1833
39. H 0.1576
40. H 0.2346
41. H 0.2237
42. H 0.2324
43. H 0.2611
44. H 0.2502
45. H 0.2560